Here is a cluster of 5 separate species, C36H47Br2N6O in total from the Open Molecules 2025 dataset. Energies are from ωB97M-V with the def2-TZVPD basis set.

As for the net charge: +1. The molecular weight is 739.621 g mol⁻¹. The spin multiplicity is 1.

CARTESIAN COORDINATES (ANGSTROEM)
C: -4.033 1.927 -1.840
C: -3.934 0.425 -2.104
O: -3.741 -0.327 -0.916
C: -2.399 -0.601 -0.607
C: -2.338 -1.723 0.433
C: -1.274 -2.818 0.159
C: -0.296 -3.006 1.339
C: 1.091 -2.436 1.056
C: 1.034 -0.916 0.985
C: 0.636 -0.132 2.175
N: 1.088 1.059 2.119
C: 0.791 2.130 3.075
C: -0.101 3.125 2.375
N: 0.334 4.262 2.053
C: 1.943 1.315 0.946
C: 2.201 -0.100 0.368
C: 3.588 -0.667 0.487
Br: 4.268 -1.281 -1.175
C: 4.305 -0.749 1.604
C: 3.785 -0.339 2.958
Br: 6.084 -1.353 1.629
H: -4.724 2.383 -2.547
H: -3.076 2.434 -1.967
H: -4.414 2.123 -0.839
H: -4.854 0.088 -2.570
H: -3.140 0.241 -2.831
H: -1.821 -0.832 -1.508
H: -1.951 0.314 -0.175
H: -2.164 -1.275 1.412
H: -3.333 -2.160 0.469
H: -1.762 -3.755 -0.086
H: -0.697 -2.497 -0.710
H: -0.212 -4.057 1.603
H: -0.729 -2.516 2.214
H: 1.440 -2.779 0.081
H: 1.815 -2.783 1.795
H: 0.182 -0.707 0.317
H: 0.018 -0.470 2.995
H: 0.224 1.685 3.891
H: 1.711 2.595 3.420
H: -1.110 2.764 2.183
H: -0.398 4.799 1.586
H: 2.813 1.890 1.249
H: 1.344 1.867 0.224
H: 1.981 -0.042 -0.692
H: 3.722 0.747 3.039
H: 4.492 -0.640 3.723
H: 2.826 -0.809 3.161
N: -2.936 2.370 3.868
C: -3.635 2.716 4.949
C: -5.016 2.628 5.026
C: -5.713 2.157 3.925
C: -5.003 1.793 2.792
C: -3.624 1.919 2.817
H: -3.058 3.080 5.790
H: -5.530 2.923 5.930
H: -6.792 2.076 3.949
H: -5.502 1.422 1.908
H: -3.041 1.642 1.942
N: 5.116 2.566 3.853
C: 5.228 3.799 4.345
C: 6.403 4.534 4.308
C: 7.524 3.962 3.730
C: 7.426 2.679 3.215
C: 6.208 2.028 3.305
H: 4.331 4.216 4.790
H: 6.434 5.532 4.723
H: 8.458 4.506 3.682
H: 8.275 2.191 2.756
H: 6.076 1.027 2.915
N: -4.944 -0.153 -5.219
C: -4.541 0.718 -6.143
C: -5.009 0.728 -7.448
C: -5.948 -0.222 -7.818
C: -6.377 -1.136 -6.870
C: -5.848 -1.058 -5.591
H: -3.805 1.446 -5.818
H: -4.646 1.462 -8.154
H: -6.338 -0.248 -8.827
H: -7.108 -1.894 -7.113
H: -6.162 -1.755 -4.821
N: 2.663 -5.519 -3.036
C: 2.573 -6.209 -4.171
C: 3.269 -5.882 -5.326
C: 4.103 -4.776 -5.304
C: 4.207 -4.047 -4.130
C: 3.471 -4.461 -3.030
H: 1.910 -7.067 -4.151
H: 3.159 -6.482 -6.218
H: 4.663 -4.489 -6.184
H: 4.847 -3.177 -4.067
H: 3.527 -3.921 -2.092

Cartesian forces, eV/Å:
C 0.10 0.01 -0.16
C -0.24 0.58 -0.07
O 0.09 -0.38 -0.22
C -0.04 0.47 0.41
C 0.02 -0.12 -0.27
C 0.03 0.74 0.41
C -0.16 -0.25 -0.19
C 0.11 0.10 0.27
C -0.44 -0.10 -0.32
C 0.40 -0.21 -0.22
N 0.18 0.21 0.60
C -0.46 0.04 -0.12
C 0.01 0.13 -0.07
N 0.00 -0.07 0.02
C -0.15 -0.55 -0.18
C -0.31 0.26 -0.14
C 0.27 -0.14 -0.11
Br 0.01 0.11 0.10
C -0.15 0.12 0.24
C 0.33 0.04 -0.22
Br 0.07 -0.24 -0.18
H -0.02 0.03 -0.06
H 0.08 0.04 0.17
H -0.03 -0.04 0.07
H -0.06 -0.21 0.13
H 0.06 -0.24 0.03
H -0.11 -0.19 -0.11
H 0.17 0.03 -0.11
H -0.08 -0.05 0.12
H -0.06 -0.03 0.03
H 0.03 -0.08 -0.09
H 0.02 -0.28 -0.20
H 0.11 -0.07 -0.03
H 0.06 -0.10 0.19
H 0.06 -0.13 0.00
H 0.09 0.09 0.05
H -0.07 0.01 -0.07
H -0.11 0.11 0.06
H 0.13 0.00 0.18
H 0.13 -0.05 -0.05
H -0.09 0.04 -0.01
H 0.06 0.10 0.00
H 0.09 0.05 -0.03
H 0.09 0.32 0.07
H 0.18 0.00 -0.10
H -0.17 0.05 0.08
H -0.09 -0.13 0.13
H -0.09 -0.03 0.11
N 0.01 -0.12 -0.13
C 0.08 0.02 0.03
C -0.01 -0.01 -0.02
C -0.01 0.00 0.01
C -0.03 0.00 -0.01
C 0.06 0.00 0.04
H -0.03 0.01 0.02
H 0.01 0.01 0.01
H 0.00 0.00 0.00
H 0.02 -0.02 -0.01
H -0.05 -0.02 -0.03
N 0.00 0.09 -0.07
C -0.04 0.01 0.02
C 0.01 -0.02 0.00
C 0.00 0.01 0.00
C 0.00 0.00 0.04
C -0.22 0.02 0.00
H 0.02 0.04 0.01
H -0.01 0.00 0.01
H 0.00 0.00 0.00
H -0.01 -0.02 0.00
H 0.22 0.04 -0.01
N -0.02 0.03 -0.08
C 0.02 0.00 0.05
C -0.01 -0.01 -0.01
C -0.01 0.00 -0.01
C 0.01 0.01 -0.01
C 0.02 -0.01 0.06
H 0.00 0.02 -0.03
H 0.01 0.01 0.01
H 0.00 0.00 0.00
H 0.00 -0.01 0.01
H -0.02 -0.02 -0.02
N -0.01 0.02 -0.02
C -0.03 -0.02 0.03
C 0.01 0.02 0.00
C 0.01 0.00 -0.02
C -0.01 -0.01 0.00
C -0.06 -0.05 0.04
H 0.01 -0.01 -0.03
H -0.01 -0.01 0.00
H 0.00 0.00 0.00
H 0.01 0.00 0.01
H 0.05 0.01 -0.01

Results of the Mulliken charge analysis, in e, for atoms 1 through 4: -1.2008 -0.1198 -0.4051 -0.4293

Here is a structure of composition C18H45BrF8LiMgN6O9P2 in a non-equilibrium geometry from the Open Molecules 2025 dataset. Energies are from ωB97M-V with the def2-TZVPD basis set.

As for the net charge: +1. The molecular weight is 814.673 g mol⁻¹. The relative energy (zero: lowest compared OMol25 entry of this formula, charge and spin) comes out at 0.000 eV. The spin multiplicity is 1.

CARTESIAN COORDINATES (ANGSTROEM)
O: -6.829 -5.401 1.522
N: -7.974 -5.311 1.417
O: -8.430 -5.885 0.154
C: -9.188 -4.863 -0.482
C: -8.218 -3.991 -1.260
N: -7.330 -4.390 -2.139
C: -6.618 -3.310 -2.615
C: -7.119 -2.228 -1.953
P: -6.613 -0.463 -2.020
O: -5.657 -0.284 -0.906
N: -8.153 -2.689 -1.097
F: -8.876 -1.983 -0.244
H: -9.639 -4.237 0.293
H: -9.921 -5.277 -1.174
H: -7.166 -5.345 -2.433
H: -5.825 -3.361 -3.341
H: -6.059 -0.183 -3.286
H: -7.756 0.324 -1.822
O: -4.949 2.619 -0.869
C: -3.751 2.478 -0.753
N: -3.178 1.252 -0.734
C: -2.812 3.662 -0.631
H: -2.193 1.096 -0.641
H: -3.792 0.444 -0.813
H: -3.074 4.254 0.245
H: -2.936 4.281 -1.534
H: -1.767 3.355 -0.548
Br: -9.515 -1.170 -2.845
F: -1.431 -0.480 2.394
P: -2.314 -1.732 1.697
F: -3.684 -1.514 0.844
F: -1.555 -1.017 0.383
F: -1.501 -2.676 2.791
F: -2.145 -3.118 0.862
F: -3.375 -1.504 2.904
C: 2.475 0.480 1.874
C: 2.298 -0.224 0.534
C: 3.101 0.401 -0.595
O: 2.490 1.615 -1.027
C: 3.029 2.804 -0.445
N: 0.849 -0.130 0.119
H: 1.993 1.457 1.915
H: 2.041 -0.123 2.681
H: 3.530 0.611 2.098
H: 2.552 -1.296 0.643
H: 3.073 -0.276 -1.452
H: 4.149 0.533 -0.327
H: 4.069 2.674 -0.144
H: 2.433 3.107 0.420
H: 2.972 3.595 -1.191
H: 0.171 -0.312 0.864
H: 0.641 -0.762 -0.655
H: 0.696 0.820 -0.241
Li: 1.059 -1.597 3.554
F: -7.308 -4.007 -4.763
Mg: -2.378 3.839 -3.470
O: 3.925 -2.562 0.955
H: 3.663 -3.473 1.126
C: 3.149 2.420 5.618
C: 4.186 3.216 4.832
C: 4.515 4.580 5.454
O: 3.533 5.575 5.242
C: 2.422 5.524 6.120
N: 3.748 3.352 3.432
H: 2.133 2.783 5.462
H: 3.167 1.374 5.302
H: 3.361 2.448 6.687
H: 5.108 2.627 4.835
H: 5.420 4.959 4.972
H: 4.745 4.487 6.523
H: 2.710 5.195 7.122
H: 1.640 4.872 5.723
H: 2.008 6.529 6.190
H: 4.499 3.786 2.902
H: 3.003 4.045 3.409
C: 5.741 -1.960 -6.545
O: 4.823 -2.401 -5.557
C: 5.456 -3.049 -4.461
C: 5.579 -2.131 -3.265
O: 6.461 -1.045 -3.522
C: 5.786 0.157 -3.830
H: 5.212 -1.281 -7.212
H: 6.588 -1.431 -6.104
H: 6.105 -2.813 -7.128
H: 6.437 -3.435 -4.752
H: 4.828 -3.901 -4.185
H: 6.000 -2.694 -2.428
H: 4.593 -1.764 -2.960
H: 5.363 0.590 -2.913
H: 4.991 0.005 -4.564
H: 6.513 0.856 -4.241

Cartesian forces, eV/Å:
O -0.48 -0.35 0.09
N 0.65 0.49 0.44
O -0.17 -0.08 -0.89
C 0.72 0.08 0.13
C -2.20 -0.77 1.87
N 1.25 0.22 -0.47
C -0.78 -1.18 -0.89
C -1.72 3.28 -0.23
P 0.75 0.18 1.65
O 0.49 -0.10 -0.09
N 2.76 -1.34 -0.95
F 0.19 -0.11 0.27
H -0.35 -0.04 -0.25
H -0.05 -0.16 0.23
H -0.25 0.05 -0.12
H 0.02 -0.20 0.08
H -0.55 -0.45 -0.18
H 0.03 -0.18 -0.42
O -0.11 0.62 -0.25
C -0.08 -0.72 0.18
N 0.03 0.05 -0.35
C 0.22 -0.26 0.16
H -0.02 0.05 0.16
H -0.12 0.02 0.24
H -0.10 0.14 -0.14
H -0.18 0.31 0.75
H 0.03 0.10 -0.05
Br -0.48 0.25 -1.31
F 0.12 0.43 0.52
P -1.70 -0.93 0.06
F 0.55 0.73 -0.59
F 0.38 -0.46 -0.58
F 1.44 0.60 0.49
F -0.55 0.10 -0.19
F 0.55 -0.43 0.38
C -0.28 0.01 -0.49
C 0.05 0.01 0.45
C -0.39 -0.27 -0.41
O 0.35 0.17 0.12
C -0.31 0.08 -0.08
N 0.34 0.35 -0.21
H 0.06 0.04 0.08
H 0.06 0.04 0.18
H -0.02 -0.10 0.08
H 0.54 -0.12 -0.08
H 0.05 0.01 0.00
H -0.05 -0.02 0.17
H -0.01 -0.06 0.00
H 0.15 0.03 0.10
H 0.02 -0.04 -0.04
H -0.10 -0.06 -0.17
H -0.04 -0.16 0.19
H 0.08 0.01 0.04
Li -0.36 -0.37 -0.25
F 0.32 0.37 1.00
Mg 0.04 -0.22 -0.67
O -0.91 0.49 0.32
H 0.18 -0.10 -0.09
C -0.03 -0.20 -0.03
C -0.32 0.11 -0.01
C 0.26 0.06 -0.08
O -0.02 -0.12 0.11
C -0.06 0.16 -0.17
N 0.09 0.00 0.00
H 0.04 0.11 -0.01
H 0.03 0.02 -0.01
H -0.02 0.00 0.00
H 0.06 0.10 -0.01
H -0.04 0.04 -0.03
H -0.10 -0.08 0.02
H 0.01 -0.06 -0.01
H -0.02 -0.07 0.14
H 0.07 0.02 -0.01
H 0.02 -0.09 -0.02
H 0.00 -0.02 0.09
C -0.11 -0.05 -0.03
O 0.18 0.12 0.02
C -0.38 0.00 -0.02
C 0.41 -0.11 0.08
O -0.19 0.05 -0.14
C 0.11 -0.03 0.10
H -0.05 -0.04 0.01
H 0.02 -0.03 0.01
H 0.08 0.04 -0.01
H 0.03 0.06 0.02
H 0.04 -0.01 0.03
H -0.08 0.00 0.03
H -0.02 -0.01 -0.04
H -0.09 0.07 -0.07
H -0.02 -0.01 0.02
H 0.03 -0.02 0.05

Results of the Mulliken charge analysis, in e, for atoms 1 through 4: -0.2186 0.2025 -0.2511 -0.4993

Here is a structure of composition C10H28AlClI2OP2 in a non-equilibrium geometry from the Open Molecules 2025 dataset. Energies are from ωB97M-V with the def2-TZVPD basis set.

As for the net charge: +2. The molecular weight is 542.524 g mol⁻¹. The relative energy (zero: lowest compared OMol25 entry of this formula, charge and spin) comes out at 2.948 eV. The spin multiplicity is 1.

CARTESIAN COORDINATES (ANGSTROEM)
I: 1.542 -0.208 1.024
I: 0.112 0.718 -0.934
Al: -3.116 -2.001 1.385
P: -1.116 -2.626 -0.441
C: 0.284 -2.766 -1.649
C: -0.781 -4.314 0.259
H: -0.679 -5.043 -0.567
H: -2.081 -4.103 -2.143
H: -1.585 -4.600 0.953
H: -3.388 -3.189 -1.255
H: 1.247 -2.673 -1.116
H: 0.176 -4.275 0.805
C: -2.382 -3.133 -1.705
H: 0.215 -3.781 -2.111
H: -2.372 -2.372 -2.504
H: 0.185 -2.004 -2.433
P: -1.886 0.370 1.909
C: -1.030 2.021 2.136
C: -3.560 1.166 1.813
H: -2.519 -0.818 3.963
H: -2.329 0.971 4.222
H: -0.882 -0.079 4.069
C: -1.917 0.070 3.735
H: -4.357 0.411 1.802
H: -3.682 1.841 2.676
H: -1.590 2.524 2.951
H: -1.074 2.620 1.227
H: -3.621 1.768 0.894
H: 0.003 1.868 2.449
Cl: -4.639 -3.245 2.230
C: 4.115 2.493 0.058
C: 4.123 1.378 -0.958
O: 2.953 1.301 -1.741
C: 2.528 2.003 -2.901
C: 1.713 3.239 -2.584
H: 4.221 3.495 -0.397
H: 4.979 2.364 0.727
H: 3.246 2.505 0.724
H: 5.018 1.503 -1.568
H: 4.162 0.411 -0.443
H: 3.396 2.251 -3.534
H: 1.898 1.265 -3.418
H: 2.229 3.925 -1.886
H: 1.522 3.764 -3.533
H: 0.719 2.982 -2.190

Cartesian forces, eV/Å:
I 0.40 -0.57 0.51
I -0.89 -0.22 -0.19
Al 1.40 0.19 -0.24
P -0.88 -3.06 -1.24
C 0.80 0.79 -0.01
C 0.00 0.32 0.57
H -0.22 0.40 0.50
H -0.31 0.49 0.30
H 0.30 -0.26 -0.16
H 0.16 -0.16 -0.41
H -0.36 0.05 -0.42
H -0.39 -0.11 -0.02
C -0.09 0.46 0.09
H -0.18 0.76 0.55
H -0.28 -0.29 0.30
H 0.21 -0.22 0.29
P -1.95 1.52 2.17
C 0.52 -0.06 -0.46
C 0.06 -0.03 -0.39
H 0.10 0.15 0.35
H 0.11 -0.57 -0.13
H -0.33 -0.16 0.10
C 0.25 -0.40 -0.22
H -0.20 0.24 0.05
H -0.10 -0.37 -0.35
H 0.18 -0.45 -0.50
H 0.06 -0.06 0.08
H -0.17 -0.27 0.16
H -0.10 0.11 -0.09
Cl 1.47 1.29 -0.86
C 0.46 0.73 0.52
C 0.19 0.64 -0.16
O -1.18 -1.06 0.43
C 0.94 0.08 0.21
C -0.11 0.60 -0.34
H -0.14 -0.49 0.12
H -0.09 0.06 -0.23
H -0.14 -0.10 -0.28
H 0.05 -0.24 -0.24
H 0.21 0.15 -0.23
H -0.29 -0.09 0.11
H 0.27 0.26 -0.20
H -0.29 -0.38 -0.38
H 0.12 0.04 0.32
H 0.42 0.28 0.01

Results of the Mulliken charge analysis, in e, for atoms 1 through 4: 0.0007 0.0778 0.8080 0.7228

Here is a cluster of 2 separate species, C3H3NO2 in total in a non-equilibrium geometry from the Open Molecules 2025 dataset. Energies are from ωB97M-V with the def2-TZVPD basis set.

The molecular weight is 85.062 g mol⁻¹. The relative energy (zero: lowest compared OMol25 entry of this formula, charge and spin) comes out at 6.304 eV. The spin multiplicity is 1.

CARTESIAN COORDINATES (ANGSTROEM)
O: -0.034 1.339 -1.046
C: 0.117 0.327 -0.254
C: -1.058 -0.652 0.039
O: -2.145 -0.438 -0.409
C: 1.424 -0.388 -0.217
N: 2.409 -0.990 -0.285
H: -0.017 1.467 0.360
H: 0.106 0.849 1.123
H: -0.804 -1.514 0.689

Cartesian forces, eV/Å:
O -0.01 -0.04 -0.06
C 0.03 0.00 0.04
C -0.60 0.05 -0.18
O 0.60 -0.18 0.25
C 0.90 -0.54 -0.13
N -1.00 0.61 0.14
H 0.06 0.11 0.10
H 0.07 -0.09 -0.08
H -0.04 0.07 -0.08

Results of the Mulliken charge analysis, in e, for atoms 1 through 4: -0.6341 0.4847 -0.0678 -0.3635

Here is the molecule C3H5F in a non-equilibrium geometry from the Open Molecules 2025 dataset. Energies are from ωB97M-V with the def2-TZVPD basis set.

The molecular weight is 60.071 g mol⁻¹. The relative energy (zero: lowest compared OMol25 entry of this formula, charge and spin) comes out at 2.002 eV. The spin multiplicity is 1.

CARTESIAN COORDINATES (ANGSTROEM)
C: -1.458 -0.366 -0.077
C: -0.489 0.775 0.070
C: 0.792 0.542 -0.036
H: -0.533 -1.172 -0.051
H: -2.398 -0.445 -0.793
H: -1.933 -0.745 0.881
H: -0.763 1.753 0.283
H: 1.829 1.214 -0.353
F: 1.191 -0.701 0.032

Cartesian forces, eV/Å:
C 0.87 -3.43 1.86
C -1.46 0.10 -0.47
C 3.85 2.64 -1.13
H -3.62 0.69 -1.36
H 2.75 0.57 0.73
H 0.39 1.12 -0.52
H -0.69 1.83 -0.28
H -3.61 -1.39 1.52
F 1.53 -2.13 -0.36

Results of the Mulliken charge analysis, in e, for atoms 1 through 4: -0.8362 -0.2328 -0.0206 0.2394

Here is a cluster of 2 separate species, C3H10NS in total from the Open Molecules 2025 dataset. Energies are from ωB97M-V with the def2-TZVPD basis set.

As for the net charge: -1. The molecular weight is 92.187 g mol⁻¹. The relative energy (zero: lowest compared OMol25 entry of this formula, charge and spin) comes out at 0.648 eV. The spin multiplicity is 1.

CARTESIAN COORDINATES (ANGSTROEM)
C: -2.739 -1.766 -0.818
S: -2.559 0.030 -0.650
H: -2.738 -2.323 0.129
H: -3.712 -1.999 -1.263
H: -1.941 -2.199 -1.419
C: 1.631 0.983 1.509
C: 1.648 1.102 0.010
N: 0.890 0.000 -0.580
H: 2.160 1.825 1.966
H: 0.604 0.965 1.894
H: 2.043 0.013 1.784
H: 1.231 2.066 -0.287
H: 2.683 1.061 -0.345
H: -0.101 0.142 -0.341
H: 0.901 0.101 -1.590

Cartesian forces, eV/Å:
C -0.34 -0.31 0.21
S 0.05 0.32 0.17
H 0.14 0.26 0.11
H 0.16 -0.08 -0.24
H 0.00 -0.08 -0.22
C -0.34 -0.07 0.32
C -0.21 -0.24 -0.38
N 0.13 0.20 0.00
H 0.08 -0.26 0.15
H 0.06 0.19 -0.17
H 0.33 0.10 0.19
H 0.05 0.36 -0.02
H 0.02 0.04 -0.04
H -0.10 -0.34 -0.10
H -0.02 -0.09 0.01

Results of the Mulliken charge analysis, in e, for atoms 1 through 4: -0.7569 -0.7103 0.1993 0.2156

What did we get for HOMO level? Answer: -11.28, -9.33, -14.31, -10.67, -9.44, -2.30 eV, in the order shown.